Computed, not measured: a molecular structure, C45H35BrO17S2, with the ωB97M-V functional and the def2-TZVPD basis.

Results
multiplicity: 1
LUMO energy: -0.0626 Ha
frontier orbital gap: 7.56 eV
total charge: 0
HOMO energy: -9.27 eV

CARTESIAN COORDINATES (ANGSTROEM)
O  -2.973  2.751  -0.874
S  -2.221  2.760  -2.101
O  -0.758  3.438  -1.713
Br  0.116  3.921  -3.263
O  -2.763  4.010  -2.964
C  -4.109  3.772  -3.480
C  -5.115  4.649  -2.747
C  -5.996  3.951  -1.712
S  -6.939  2.510  -2.282
H  -4.336  2.710  -3.365
H  -4.050  4.027  -4.535
H  -5.746  5.178  -3.463
H  -4.538  5.412  -2.219
H  -6.747  4.668  -1.379
H  -5.400  3.685  -0.838
H  -6.351  2.302  -3.460
C  0.656  -1.189  -5.076
C  1.785  -1.873  -4.922
C  2.842  -1.409  -3.987
O  3.874  -2.033  -3.851
C  2.590  -0.160  -3.230
C  1.464  0.528  -3.388
C  0.412  0.068  -4.321
O  -0.623  0.692  -4.469
H  -0.124  -1.505  -5.756
H  1.989  -2.788  -5.465
H  3.366  0.152  -2.547
H  1.257  1.436  -2.842
C  -0.950  -1.994  0.768
C  -2.118  -2.627  0.810
C  -2.927  -2.836  -0.419
O  -3.992  -3.412  -0.382
C  -2.382  -2.307  -1.696
C  -1.212  -1.676  -1.739
C  -0.403  -1.473  -0.510
O  0.663  -0.896  -0.548
H  -0.344  -1.822  1.648
H  -2.538  -3.017  1.729
H  -2.992  -2.464  -2.577
H  -0.808  -1.270  -2.658
C  -1.417  3.301  4.858
C  -0.704  2.213  4.579
C  -0.611  1.698  3.191
O  0.032  0.698  2.933
C  -1.332  2.439  2.128
C  -2.046  3.525  2.408
C  -2.144  4.043  3.796
O  -2.792  5.035  4.053
H  -1.504  3.696  5.863
H  -0.175  1.653  5.340
H  -1.249  2.047  1.123
H  -2.583  4.075  1.645
C  6.369  -0.065  -4.345
C  7.498  -0.749  -4.187
C  8.551  -0.292  -3.246
O  9.582  -0.911  -3.103
C  8.294  0.959  -2.484
C  7.164  1.642  -2.641
C  6.114  1.182  -3.584
O  5.080  1.804  -3.723
H  5.589  -0.381  -5.023
H  7.705  -1.664  -4.728
H  9.075  1.272  -1.804
H  6.953  2.555  -2.098
C  -1.000  2.382  -7.965
C  -0.685  1.117  -7.703
C  0.287  0.378  -8.547
O  0.579  -0.775  -8.306
C  0.891  1.099  -9.696
C  0.572  2.363  -9.959
C  -0.398  3.106  -9.113
O  -0.684  4.259  -9.350
H  -1.702  2.943  -7.361
H  -1.110  0.577  -6.867
H  1.596  0.538  -10.295
H  0.998  2.911  -10.790
C  1.362  -1.736  7.815
C  2.069  -2.827  7.537
C  2.166  -3.340  6.146
O  2.810  -4.334  5.886
C  1.442  -2.596  5.083
C  0.732  -1.506  5.362
C  0.643  -0.992  6.753
O  -0.004  0.003  7.012
H  1.273  -1.345  8.820
H  2.599  -3.387  8.294
H  1.530  -2.992  4.079
H  0.204  -0.943  4.603
C  -0.786  -5.030  11.466
C  -1.943  -5.683  11.523
C  -2.848  -5.749  10.347
O  -3.903  -6.342  10.399
C  -2.411  -5.060  9.105
C  -1.254  -4.408  9.049
C  -0.350  -4.342  10.225
O  0.707  -3.749  10.175
H  -0.109  -4.967  12.309
H  -2.282  -6.192  12.416
H  -3.087  -5.123  8.262
H  -0.916  -3.899  8.155

Here are the Mulliken charges for atoms 1 to 99, given in e: number 1, O, carries -0.590; number 2, S, carries 1.008; number 3, O, carries -0.328; number 4, Br, carries 0.047; number 5, O, carries -0.280; number 6, C, carries -0.630; number 7, C, carries -0.636; number 8, C, carries -0.460; number 9, S, carries -0.182; number 10, H, carries 0.432; number 11, H, carries 0.284; number 12, H, carries 0.406; number 13, H, carries 0.274; number 14, H, carries 0.389; number 15, H, carries 0.187; number 16, H, carries 0.088; number 17, C, carries -0.010; number 18, C, carries -0.683; number 19, C, carries 0.090; number 20, O, carries -0.616; number 21, C, carries -0.330; number 22, C, carries -0.075; number 23, C, carries 0.349; number 24, O, carries -0.541; number 25, H, carries 0.465; number 26, H, carries 0.497; number 27, H, carries 0.687; number 28, H, carries 0.225; number 29, C, carries -0.509; number 30, C, carries -0.419; number 31, C, carries 0.180; number 32, O, carries -0.558; number 33, C, carries -0.515; number 34, C, carries 0.139; number 35, C, carries 0.285; number 36, O, carries -0.506; number 37, H, carries 0.598; number 38, H, carries 0.449; number 39, H, carries 0.465; number 40, H, carries 0.369; number 41, C, carries -0.475; number 42, C, carries -0.208; number 43, C, carries 0.255; number 44, O, carries -0.474; number 45, C, carries -0.189; number 46, C, carries -0.218; number 47, C, carries 0.187; number 48, O, carries -0.552; number 49, H, carries 0.448; number 50, H, carries 0.277; number 51, H, carries 0.415; number 52, H, carries 0.496; number 53, C, carries -0.152; number 54, C, carries -0.388; number 55, C, carries 0.361; number 56, O, carries -0.548; number 57, C, carries -0.341; number 58, C, carries -0.512; number 59, C, carries 0.477; number 60, O, carries -0.547; number 61, H, carries 0.408; number 62, H, carries 0.412; number 63, H, carries 0.408; number 64, H, carries 0.421; number 65, C, carries -0.544; number 66, C, carries -0.111; number 67, C, carries 0.491; number 68, O, carries -0.537; number 69, C, carries -0.466; number 70, C, carries -0.392; number 71, C, carries 0.335; number 72, O, carries -0.547; number 73, H, carries 0.563; number 74, H, carries 0.360; number 75, H, carries 0.418; number 76, H, carries 0.407; number 77, C, carries -0.469; number 78, C, carries -0.425; number 79, C, carries 0.273; number 80, O, carries -0.552; number 81, C, carries -0.355; number 82, C, carries -0.011; number 83, C, carries 0.479; number 84, O, carries -0.554; number 85, H, carries 0.413; number 86, H, carries 0.408; number 87, H, carries 0.497; number 88, H, carries 0.300; number 89, C, carries -0.410; number 90, C, carries -0.399; number 91, C, carries 0.298; number 92, O, carries -0.535; number 93, C, carries -0.473; number 94, C, carries -0.068; number 95, C, carries 0.468; number 96, O, carries -0.499; number 97, H, carries 0.408; number 98, H, carries 0.402; number 99, H, carries 0.418

Computed, not measured: 2 unconnected molecules or ions with the total composition C2H7O2 in a non-equilibrium geometry, with the ωB97M-V functional and the def2-TZVPD basis.

Results
multiplicity: 1
LUMO energy: -0.2016 Ha
frontier orbital gap: 11.85 eV
total charge: +1
HOMO energy: -17.34 eV

CARTESIAN COORDINATES (ANGSTROEM)
O  -1.779  1.553  -0.830
H  -0.667  0.631  -0.692
H  -1.812  1.719  -1.839
H  -2.476  0.955  -0.562
O  -0.172  -0.389  -0.845
C  0.821  -0.896  -0.225
C  1.231  -0.539  1.090
H  1.164  -1.752  -0.749
H  1.519  0.523  1.146
H  1.891  -1.205  1.739
H  0.279  -0.599  1.767

So, what does the natural (NBO) scheme give us? The charges, in e, come out as: number 1, O, carries -0.898; number 2, H, carries 0.535; number 3, H, carries 0.534; number 4, H, carries 0.515; number 5, O, carries -0.566; number 6, C, carries 0.560; number 7, C, carries -0.801; number 8, H, carries 0.207; number 9, H, carries 0.302; number 10, H, carries 0.302; number 11, H, carries 0.309

Computed, not measured: a molecular structure, C26H45CsF3N10O6PS, with the ωB97M-V functional and the def2-TZVPD basis.

Results
multiplicity: 1
LUMO energy: -0.0063 Ha
frontier orbital gap: 7.33 eV
total charge: 0
HOMO energy: -7.50 eV

CARTESIAN COORDINATES (ANGSTROEM)
Cs  -0.238  -0.481  0.169
C  4.434  0.757  0.975
C  3.974  -0.437  1.816
N  3.085  -1.302  1.058
C  3.682  -2.031  -0.045
C  2.873  -1.929  -1.341
N  2.525  -0.561  -1.699
C  3.635  0.356  -1.965
C  3.503  1.632  -1.121
N  3.297  1.385  0.303
H  4.941  1.472  1.631
H  5.189  0.424  0.252
H  4.863  -0.955  2.204
H  3.406  -0.074  2.674
H  2.522  -1.877  1.667
H  4.691  -1.649  -0.218
H  3.809  -3.097  0.182
H  3.438  -2.453  -2.130
H  1.935  -2.479  -1.205
H  1.860  -0.554  -2.461
H  4.581  -0.147  -1.751
H  3.676  0.634  -3.023
H  4.381  2.268  -1.266
H  2.632  2.180  -1.483
H  2.546  0.700  0.343
F  -4.631  -2.648  -3.420
C  -5.084  -1.365  -3.405
F  -4.624  -0.778  -4.515
F  -6.422  -1.462  -3.554
C  -4.720  -0.637  -2.140
C  -5.745  -0.202  -1.322
C  -5.451  0.488  -0.157
C  -4.118  0.710  0.121
N  -3.113  0.301  -0.649
C  -3.371  -0.382  -1.780
S  -2.021  -0.904  -2.752
H  -6.772  -0.400  -1.596
H  -6.227  0.840  0.507
H  -3.830  1.249  1.020
C  1.498  2.820  3.005
C  1.010  1.565  3.640
N  0.831  0.417  3.031
C  0.381  -0.461  3.987
C  0.282  0.166  5.195
N  0.673  1.467  4.954
C  -0.090  -0.326  6.545
O  -0.926  0.497  7.234
O  0.324  -1.330  7.034
C  -0.008  -1.868  3.687
O  -0.925  -2.414  4.250
O  0.749  -2.428  2.753
H  2.035  2.574  2.088
H  2.167  3.364  3.674
H  0.663  3.479  2.756
H  0.824  2.175  5.654
H  -1.363  1.109  6.629
C  0.409  3.859  -0.821
C  -0.192  5.239  -1.202
N  -0.832  5.166  -2.515
C  0.163  4.751  -3.504
C  0.736  3.356  -3.133
N  0.142  2.882  -1.880
C  -1.311  2.778  -2.066
C  -1.895  4.158  -2.471
H  -0.031  3.476  0.105
H  1.490  3.919  -0.666
H  0.580  6.011  -1.241
H  -0.942  5.561  -0.476
H  0.950  5.509  -3.534
H  -0.316  4.735  -4.485
H  1.822  3.401  -3.013
H  0.518  2.616  -3.906
H  -1.750  2.419  -1.135
H  -1.506  2.012  -2.818
H  -2.654  4.493  -1.761
H  -2.364  4.117  -3.456
N  -0.263  -4.921  2.350
C  -0.429  -5.446  0.984
P  -1.583  -4.351  0.079
O  -2.980  -4.885  0.110
O  -1.260  -2.948  0.479
C  -1.152  -4.522  -1.722
N  -2.389  -4.035  -2.395
H  0.220  -5.593  2.935
H  -1.167  -4.754  2.785
H  0.379  -3.351  2.534
H  -0.813  -6.469  0.956
H  0.543  -5.427  0.481
H  -0.981  -5.562  -1.998
H  -0.314  -3.902  -2.038
H  -2.532  -4.417  -3.326
H  -2.357  -2.974  -2.499
H  -3.176  -4.300  -1.775

So, what does the Mulliken scheme give us? The charges, in e, come out as: number 1, Cs, carries 0.914; number 2, C, carries -0.667; number 3, C, carries -0.650; number 4, N, carries 0.433; number 5, C, carries -0.984; number 6, C, carries -0.323; number 7, N, carries 0.083; number 8, C, carries -1.091; number 9, C, carries 0.361; number 10, N, carries 0.280; number 11, H, carries 0.500; number 12, H, carries 0.278; number 13, H, carries 0.355; number 14, H, carries 0.160; number 15, H, carries 0.014; number 16, H, carries 0.296; number 17, H, carries 0.511; number 18, H, carries 0.328; number 19, H, carries -0.260; number 20, H, carries 0.290; number 21, H, carries 0.305; number 22, H, carries 0.631; number 23, H, carries 0.425; number 24, H, carries -0.678; number 25, H, carries -0.372; number 26, F, carries -0.211; number 27, C, carries 0.618; number 28, F, carries -0.253; number 29, F, carries -0.315; number 30, C, carries -0.053; number 31, C, carries -0.223; number 32, C, carries -0.987; number 33, C, carries -0.446; number 34, N, carries -0.065; number 35, C, carries 0.200; number 36, S, carries -0.302; number 37, H, carries 0.490; number 38, H, carries 0.429; number 39, H, carries 0.424; number 40, C, carries -0.885; number 41, C, carries 0.059; number 42, N, carries 0.173; number 43, C, carries 0.318; number 44, C, carries -0.198; number 45, N, carries -0.028; number 46, C, carries 0.610; number 47, O, carries -0.481; number 48, O, carries -0.496; number 49, C, carries 0.249; number 50, O, carries -0.644; number 51, O, carries -0.349; number 52, H, carries -0.026; number 53, H, carries 0.444; number 54, H, carries 0.290; number 55, H, carries 0.251; number 56, H, carries 0.356; number 57, C, carries -0.081; number 58, C, carries -0.950; number 59, N, carries -0.216; number 60, C, carries -0.905; number 61, C, carries -0.476; number 62, N, carries 0.028; number 63, C, carries 0.031; number 64, C, carries -0.898; number 65, H, carries 0.159; number 66, H, carries 0.322; number 67, H, carries 0.378; number 68, H, carries 0.290; number 69, H, carries 0.411; number 70, H, carries 0.280; number 71, H, carries 0.251; number 72, H, carries 0.507; number 73, H, carries 0.078; number 74, H, carries 0.175; number 75, H, carries 0.352; number 76, H, carries 0.301; number 77, N, carries -0.595; number 78, C, carries -0.658; number 79, P, carries 0.660; number 80, O, carries -0.855; number 81, O, carries -0.623; number 82, C, carries -0.712; number 83, N, carries -0.068; number 84, H, carries 0.229; number 85, H, carries 0.301; number 86, H, carries 0.339; number 87, H, carries 0.343; number 88, H, carries 0.325; number 89, H, carries 0.403; number 90, H, carries 0.278; number 91, H, carries 0.379; number 92, H, carries -0.338; number 93, H, carries 0.465